Formula: C43H42BrCrN6O2P2S3
Source: the Open Molecules 2025 dataset
Level of theory: wB97M-V/def2-TZVPD

Values from the calculation:
- energy above the lowest of the compared OMol25 structures with the same formula, charge and spin (eV) = 3.981
- E_tot (eV) = -207856.423
- multiplicity = 4
- highest occupied orbital energy (alpha / beta) (Ha) = -0.227 / -0.227
- charge = 0

Geometry (Å):
Cr 0.247 1.386 -0.037
C 2.614 -1.007 1.135
P 1.160 -0.539 2.157
C 1.732 -0.982 3.842
C 3.072 -1.094 4.211
C 3.414 -1.464 5.504
C 2.421 -1.723 6.442
C 1.086 -1.613 6.084
C 0.741 -1.247 4.788
C 1.329 1.298 2.288
C 2.538 2.016 2.343
C 2.531 3.337 2.745
C 1.334 3.952 3.133
C 0.142 3.253 3.100
C 0.134 1.938 2.649
C 2.166 -1.074 -0.286
C 2.510 -1.967 -1.262
C 1.882 -1.542 -2.470
C 1.176 -0.417 -2.166
C 0.526 0.587 -3.054
P 0.902 2.176 -2.244
C 0.357 3.414 -3.443
C -0.932 3.932 -3.385
C -1.380 4.790 -4.381
C -0.542 5.135 -5.428
C 0.748 4.619 -5.487
C 1.200 3.759 -4.500
C 2.727 2.209 -2.190
C 3.370 2.753 -1.081
C 4.754 2.728 -0.975
C 5.512 2.137 -1.976
C 4.880 1.563 -3.071
C 3.498 1.598 -3.178
N 1.322 -0.108 -0.815
H 2.956 -1.986 1.469
H 3.453 -0.312 1.233
H 3.859 -0.893 3.493
H 4.457 -1.547 5.781
H 2.692 -2.007 7.451
H 0.309 -1.811 6.811
H -0.304 -1.157 4.502
H 3.477 1.532 2.105
H 3.463 3.889 2.794
H 1.340 4.982 3.467
H -0.794 3.702 3.395
H -0.818 1.399 2.664
H 3.158 -2.820 -1.131
H 1.945 -2.011 -3.440
H -0.563 0.498 -3.104
H 0.915 0.568 -4.072
H -1.600 3.660 -2.581
H -2.385 5.189 -4.327
H -0.891 5.806 -6.203
H 1.405 4.884 -6.306
H 2.207 3.367 -4.555
H 2.799 3.183 -0.271
H 5.235 3.163 -0.108
H 6.591 2.107 -1.896
H 5.463 1.073 -3.840
H 3.023 1.120 -4.025
Br -3.473 2.167 2.233
S -2.313 -1.136 2.142
C -1.995 -2.718 1.674
N -0.931 -3.423 2.120
C -0.594 -4.784 1.730
C -1.133 -5.051 0.338
C -2.615 -4.724 0.325
N -2.798 -3.357 0.786
H -0.319 -2.915 2.741
H -1.022 -5.502 2.437
H 0.490 -4.894 1.759
H -0.971 -6.093 0.062
H -0.612 -4.414 -0.382
H -3.158 -5.429 0.964
H -3.022 -4.807 -0.682
H -3.628 -2.842 0.545
N 2.628 7.582 -2.787
C 1.654 6.895 -2.085
C 0.306 7.238 -2.215
C -0.669 6.562 -1.503
C -0.303 5.536 -0.646
C 1.036 5.230 -0.463
C 2.011 5.885 -1.185
S -1.525 4.672 0.271
O -1.317 5.077 1.623
O -2.786 4.898 -0.382
N -1.121 3.096 0.028
C -2.024 2.248 -0.526
S -3.536 2.496 -1.314
C -3.532 0.807 -1.754
C -2.433 0.168 -1.334
N -1.558 1.007 -0.662
H 2.336 8.125 -3.580
H 3.533 7.156 -2.870
H 0.025 8.035 -2.894
H -1.716 6.807 -1.621
H 1.304 4.489 0.281
H 3.056 5.624 -1.056
H -4.373 0.375 -2.270
H -2.192 -0.878 -1.440

=====

Formula: C4H9NOS
Source: the Open Molecules 2025 dataset
Level of theory: wB97M-V/def2-TZVPD

Values from the calculation:
- SMILES = N[C@@H](C=O)CCS
- energy above the lowest of the compared OMol25 structures with the same formula, charge and spin (eV) = 1.281
- E_tot (eV) = -18666.246
- highest occupied orbital energy (Ha) = -0.336
- charge = 0

Geometry (Å):
N 1.811 -0.042 -0.172
C 0.493 0.035 -0.788
C 0.372 -0.769 -2.069
O 1.274 -1.313 -2.647
C -0.650 -0.267 0.178
C -0.596 0.611 1.408
S -1.816 0.100 2.669
H 1.967 -1.015 0.098
H 2.512 0.126 -0.893
H 0.374 1.063 -1.169
H -0.655 -0.806 -2.483
H -1.558 0.010 -0.385
H -0.795 -1.321 0.435
H -0.773 1.648 1.156
H 0.413 0.653 1.833
H -2.374 1.285 2.829

=====

Formula: C9H14
Source: the Open Molecules 2025 dataset
Level of theory: wB97M-V/def2-TZVPD

Values from the calculation:
- SMILES = Cc1ccccc1.CC
- energy above the lowest of the compared OMol25 structures with the same formula, charge and spin (eV) = 2.399
- E_tot (eV) = -9557.783
- highest occupied orbital energy (Ha) = -0.339
- charge = 0

Geometry (Å):
C -0.694 1.846 -1.828
C -0.477 1.245 -0.461
C 0.607 1.642 0.341
C 0.981 1.097 1.525
C 0.207 0.093 2.103
C -0.913 -0.257 1.410
C -1.291 0.343 0.132
H -0.848 1.292 -2.751
H 0.346 2.279 -1.891
H -1.624 2.544 -1.813
H 1.290 2.430 0.080
H 1.826 1.518 1.958
H 0.532 -0.342 3.084
H -1.652 -0.871 1.768
H -1.998 -0.292 -0.401
C 1.186 -2.222 -1.475
C 0.057 -2.790 -0.693
H 1.305 -2.707 -2.463
H 1.023 -1.079 -1.574
H 2.212 -2.052 -0.875
H 0.361 -2.621 0.262
H -0.018 -3.869 -0.974
H -0.731 -2.213 -0.738

=====

Formula: C4H7NOS
Source: the Open Molecules 2025 dataset
Level of theory: wB97M-V/def2-TZVPD

Values from the calculation:
- SMILES = C[C@@]1(O)N=CCS1
- energy above the lowest of the compared OMol25 structures with the same formula, charge and spin (eV) = 2.087
- E_tot (eV) = -18632.462
- highest occupied orbital energy (Ha) = -0.305
- charge = 0

Geometry (Å):
C 1.401 -0.379 -0.938
C 0.810 -0.245 0.446
O 1.395 -0.768 1.537
N 0.345 1.038 0.605
C -0.900 1.286 0.467
C -1.805 0.324 -0.061
S -1.085 -1.246 -0.001
H 2.322 0.077 -0.981
H 0.839 -0.020 -1.751
H 1.470 -1.505 -1.101
H 1.318 -1.715 1.759
H -1.262 2.231 0.804
H -2.895 0.427 0.347
H -1.954 0.495 -1.132

=====

Formula: C15H10Co2O10
Source: the Open Molecules 2025 dataset
Level of theory: wB97M-V/def2-TZVPD

Values from the calculation:
- E_tot (eV) = -111438.835
- highest occupied orbital energy (Ha) = -0.272
- charge = 0

Geometry (Å):
O 3.801 1.919 2.857
C 3.252 1.065 2.293
Co 2.394 -0.189 1.428
C 2.278 0.288 -0.256
O 2.277 0.593 -1.379
C 3.335 -1.682 1.403
O 3.966 -2.653 1.347
C 0.842 -0.728 2.562
C 0.058 0.416 2.451
C -0.176 1.730 2.488
Co -0.531 -1.094 1.339
C -1.075 -0.696 -0.353
O -1.453 -0.540 -1.438
C -2.020 -1.386 2.222
O -2.957 -1.511 2.891
C -0.018 -2.790 1.005
O 0.343 -3.872 0.824
H 0.965 -1.337 3.470
H -0.361 2.234 1.531
H -0.144 2.330 3.403
C 0.217 7.150 1.908
C -1.039 6.277 2.007
C -2.292 7.141 2.099
O -1.070 5.447 0.838
C -1.957 4.358 0.858
O -2.202 3.824 -0.208
C -2.431 3.947 2.139
C -1.711 4.348 3.298
O -1.694 3.776 4.377
O -0.877 5.467 3.181
H 1.105 6.514 1.866
H 0.164 7.761 1.006
H 0.279 7.793 2.787
H -3.198 6.527 2.176
H -2.211 7.792 2.978
H -2.349 7.771 1.203
H -3.037 3.043 2.197

=====

Formula: C40H42AsF5O7PS6SbSn
Source: the Open Molecules 2025 dataset
Level of theory: wB97M-V/def2-TZVPD

Values from the calculation:
- energy above the lowest of the compared OMol25 structures with the same formula, charge and spin (eV) = 4.687
- E_tot (eV) = -217590.058
- highest occupied orbital energy (Ha) = -0.063
- charge = -2

Geometry (Å):
Sn 1.262 -0.358 -0.130
O 3.298 2.032 1.069
S 1.977 2.751 0.488
O 2.506 4.075 0.371
O 1.726 1.929 -0.670
C 1.062 2.568 2.047
C 1.728 2.679 3.254
C 0.978 2.713 4.423
C -0.406 2.635 4.390
C -1.062 2.500 3.175
C -0.306 2.461 2.022
S -0.815 2.524 0.335
O -2.190 2.931 0.240
O 0.130 3.571 -0.067
O -0.548 1.216 -0.193
H 2.805 2.748 3.281
H 1.488 2.815 5.369
H -0.981 2.691 5.305
H -2.139 2.472 3.088
S 4.262 -5.028 1.625
Sb 3.642 -2.868 1.276
S 3.295 0.353 1.277
S 1.343 -3.108 0.472
S 2.669 -2.780 -1.033
F -2.482 -1.310 -1.253
C -1.308 -2.004 -0.891
F -1.530 -2.196 0.509
C -1.574 -3.387 -1.495
F -2.614 -4.103 -0.955
F -1.907 -3.275 -2.802
F -0.533 -4.230 -1.464
O 0.192 -0.417 2.149
As -1.016 -1.046 3.011
C -0.460 -0.741 4.864
C 0.846 -0.307 5.048
C 1.359 -0.124 6.321
C 0.558 -0.367 7.425
C -0.742 -0.816 7.250
C -1.243 -1.019 5.976
C -1.117 -2.995 3.009
C -2.242 -3.718 2.647
C -2.128 -5.077 2.410
C -0.899 -5.705 2.545
C 0.211 -4.996 2.974
C 0.096 -3.637 3.208
C -2.719 -0.164 2.711
C -3.000 0.138 1.389
C -4.201 0.735 1.048
C -5.092 1.094 2.044
C -4.773 0.873 3.376
C -3.595 0.231 3.716
H 1.451 -0.113 4.167
H 2.385 0.198 6.450
H 0.955 -0.234 8.423
H -1.363 -1.021 8.112
H -2.244 -1.416 5.852
H -3.188 -3.211 2.497
H -2.985 -5.639 2.067
H -0.791 -6.746 2.277
H 1.172 -5.479 3.073
H 0.967 -3.052 3.500
H -2.272 -0.079 0.625
H -4.420 0.917 0.009
H -6.034 1.560 1.790
H -5.449 1.201 4.155
H -3.351 0.068 4.759
C 1.703 -1.740 -4.482
C 0.745 -0.638 -4.940
C -0.646 -1.247 -5.084
C 1.250 -0.096 -6.275
P 0.720 0.556 -3.440
C 2.366 1.321 -3.713
C 3.399 0.769 -2.959
C 4.694 1.246 -3.063
C 4.981 2.284 -3.935
C 3.968 2.837 -4.698
C 2.673 2.360 -4.585
C -0.530 1.947 -3.786
C -1.812 1.446 -3.114
C -0.852 2.353 -5.228
C -0.038 3.174 -3.019
H 1.693 -2.578 -5.180
H 1.411 -2.112 -3.498
H 2.722 -1.363 -4.412
H -0.611 -2.145 -5.703
H -1.353 -0.556 -5.538
H -1.016 -1.534 -4.103
H 1.279 -0.910 -7.002
H 2.258 0.297 -6.173
H 0.615 0.686 -6.677
H 3.164 -0.043 -2.271
H 5.484 0.800 -2.471
H 5.992 2.663 -4.021
H 4.185 3.649 -5.384
H 1.909 2.811 -5.194
H -2.150 0.505 -3.539
H -2.612 2.183 -3.208
H -1.624 1.288 -2.058
H -1.332 1.549 -5.779
H 0.030 2.670 -5.776
H -1.545 3.197 -5.204
H 0.412 2.875 -2.077
H -0.871 3.837 -2.775
H 0.700 3.751 -3.575

=====

Formula: C9H25InNO3S
Source: the Open Molecules 2025 dataset
Level of theory: wB97M-V/def2-TZVPD

Values from the calculation:
- E_tot (eV) = -33378.553
- highest occupied orbital energy (Ha) = -0.139
- charge = -1

Geometry (Å):
C 1.630 -3.022 -0.072
C 2.397 -2.073 -1.042
N 1.578 -1.084 -1.771
In -0.410 -0.760 -1.040
C -1.931 -2.232 -1.870
C -2.282 -3.248 -0.728
C -3.603 -2.857 0.029
C -2.314 -4.720 -1.253
H 1.256 -2.527 0.839
H 0.857 -3.596 -0.610
H 2.373 -3.777 0.288
H 2.852 -2.741 -1.812
H 3.197 -1.545 -0.482
H 1.615 -1.241 -2.768
H -0.902 0.877 -1.671
H -0.505 -0.671 0.758
H -2.831 -1.656 -2.182
H -1.564 -2.753 -2.778
H -1.491 -3.208 0.051
H -3.575 -1.773 0.240
H -4.467 -3.136 -0.597
H -3.578 -3.409 0.989
H -1.437 -4.890 -1.910
H -3.235 -4.961 -1.812
H -2.163 -5.392 -0.380
O -0.322 4.355 0.036
S 0.744 3.670 0.711
O 0.482 2.785 1.811
O 1.833 4.770 1.186
C 1.381 5.846 2.011
C 1.085 5.398 3.431
C 1.757 2.834 -0.467
H 0.510 6.328 1.559
H 2.186 6.583 2.026
H 0.247 4.702 3.459
H 0.831 6.254 4.060
H 1.947 4.884 3.858
H 1.987 3.516 -1.282
H 1.198 1.977 -0.841
H 2.664 2.494 0.028

=====

Formula: C15H42O9
Source: the Open Molecules 2025 dataset
Level of theory: wB97M-V/def2-TZVPD

Values from the calculation:
- SMILES = CC[C@@H](C)[C@H]1CCOC1=O.CO.CO.CO.CO.CO.CO.CO
- energy above the lowest of the compared OMol25 structures with the same formula, charge and spin (eV) = 0.000
- E_tot (eV) = -34660.757
- highest occupied orbital energy (Ha) = -0.363
- charge = 0

Geometry (Å):
C 0.207 -5.540 -0.724
C -1.275 -5.199 -0.891
C -1.796 -4.137 0.077
C -1.619 -4.583 1.540
C -1.286 -2.709 -0.265
C -1.129 -1.714 0.893
C 0.340 -1.845 1.180
O 0.901 -1.836 -0.165
C 0.067 -2.542 -0.953
O 0.364 -2.888 -2.068
H 0.685 -4.933 0.047
H 0.354 -6.582 -0.454
H 0.771 -5.350 -1.632
H -1.463 -4.874 -1.913
H -1.890 -6.086 -0.734
H -2.869 -4.065 -0.094
H -0.897 -3.997 2.098
H -2.558 -4.521 2.084
H -1.285 -5.617 1.578
H -1.975 -2.324 -1.011
H -1.786 -1.816 1.749
H -1.266 -0.723 0.459
H 0.793 -1.095 1.804
H 0.577 -2.821 1.603
C -4.187 -1.229 -3.661
O -3.512 -2.323 -3.060
H -5.245 -1.367 -3.453
H -3.876 -0.266 -3.245
H -4.049 -1.202 -4.745
H -2.569 -2.239 -3.241
C 0.536 1.855 2.312
O 0.297 0.663 3.055
H 0.327 1.590 1.280
H -0.089 2.697 2.615
H 1.587 2.140 2.371
H 0.444 0.808 3.994
C 1.150 3.249 -1.085
O 2.105 3.609 -0.086
H 0.185 3.184 -0.589
H 1.096 4.024 -1.854
H 1.394 2.287 -1.537
H 2.964 3.679 -0.512
C 3.900 0.328 0.053
O 2.492 0.401 0.176
H 4.293 1.262 0.451
H 4.328 -0.497 0.630
H 4.227 0.227 -0.987
H 2.110 -0.425 -0.154
C 0.394 6.420 1.479
O 0.222 5.018 1.589
H -0.593 6.873 1.528
H 1.000 6.830 2.292
H 0.850 6.704 0.526
H 1.089 4.597 1.519
C 4.253 -3.639 -0.937
O 2.867 -3.854 -1.108
H 4.628 -4.474 -0.349
H 4.796 -3.619 -1.887
H 4.471 -2.714 -0.393
H 2.482 -3.135 -1.621
C -3.232 8.093 0.844
O -2.122 8.955 0.641
H -2.847 7.194 1.321
H -3.986 8.534 1.502
H -3.709 7.802 -0.095
H -2.437 9.756 0.212

=====

Formula: C17H26N2O4S2
Source: the Open Molecules 2025 dataset
Level of theory: wB97M-V/def2-TZVPD

Values from the calculation:
- SMILES = COc1ccc(S(=O)(=O)NC[C@@H]2CCCN(C(=O)CCSC)C2)cc1
- energy above the lowest of the compared OMol25 structures with the same formula, charge and spin (eV) = 0.313
- E_tot (eV) = -50891.767
- highest occupied orbital energy (Ha) = -0.318
- charge = 0

Geometry (Å):
C -6.865 -1.215 -0.776
O -6.399 -0.004 -0.225
C -5.069 0.171 -0.053
C -4.093 -0.769 -0.383
C -2.757 -0.479 -0.162
C -2.397 0.735 0.384
S -0.673 1.103 0.619
O -0.511 2.370 1.263
O -0.024 -0.040 1.215
N -0.192 1.268 -0.985
C 0.943 2.143 -1.200
C 2.230 1.660 -0.522
C 3.379 2.651 -0.715
C 4.645 2.117 -0.047
C 4.978 0.720 -0.572
N 3.847 -0.165 -0.381
C 3.898 -1.107 0.592
O 4.925 -1.344 1.201
C 2.621 -1.886 0.869
C 2.260 -2.836 -0.277
S 0.510 -2.735 -0.790
C -0.287 -3.228 0.763
C 2.660 0.289 -1.061
C -3.353 1.679 0.714
C -4.685 1.399 0.499
H -6.599 -2.070 -0.146
H -6.477 -1.371 -1.787
H -7.948 -1.121 -0.815
H -4.360 -1.722 -0.811
H -1.993 -1.198 -0.410
H -0.066 0.352 -1.392
H 0.656 3.109 -0.779
H 1.088 2.252 -2.279
H 2.019 1.559 0.548
H 3.111 3.619 -0.291
H 3.559 2.789 -1.785
H 5.485 2.787 -0.235
H 4.489 2.058 1.032
H 5.827 0.295 -0.034
H 5.213 0.765 -1.642
H 2.802 -2.460 1.779
H 1.806 -1.188 1.075
H 2.449 -3.875 -0.007
H 2.826 -2.614 -1.181
H 0.231 -4.095 1.162
H -1.315 -3.487 0.530
H -0.257 -2.392 1.457
H 1.855 -0.431 -0.946
H 2.891 0.377 -2.132
H -3.031 2.616 1.138
H -5.456 2.110 0.747

=====

Formula: H4NO2SSi
Source: the Open Molecules 2025 dataset
Level of theory: wB97M-V/def2-TZVPD

Values from the calculation:
- energy above the lowest of the compared OMol25 structures with the same formula, charge and spin (eV) = 1.127
- E_tot (eV) = -24363.227
- highest occupied orbital energy (Ha) = -0.145
- charge = -1

Geometry (Å):
N -0.225 0.444 0.937
O -2.019 0.812 -0.879
O -1.585 -1.562 -0.144
Si 1.193 0.621 0.014
S -1.640 0.159 0.370
H -0.924 -2.084 0.236
H 1.960 1.509 0.772
H 1.766 -0.779 0.103
H 1.474 0.879 -1.409

=====

- charge of number 4 (C4H7NOS)?
  0